# 1
83
Properties=species:S:1:pos:R:3 method="wB97M-V/def2-TZVPD" de_lowest_kcal_mol=0.0 charge=+1 e_tot_ha=-8978.92556 orbital_gap_ev=6.719
Pd -1.34497 -0.25817 0.25795
Br 0.74031 -6.77413 2.91348
C 0.01271 -5.30985 1.95954
C -0.28749 -5.44623 0.59567
C -0.80094 -4.39131 -0.10851
C -1.02994 -3.12574 0.49089
O -1.49650 -2.18756 -0.26668
C -0.75060 -3.01201 1.89115
C -1.01535 -1.85440 2.67568
N -1.39062 -0.70199 2.23192
C -1.54235 0.43761 3.04078
C -1.75732 0.43388 4.39672
C -1.79331 1.63950 5.11881
C -1.62782 2.84059 4.49111
C -1.45281 2.88564 3.09080
C -1.31338 4.09206 2.37193
C -1.17223 4.05699 1.01445
C -1.17642 2.81729 0.36224
N -1.30865 1.67353 0.99637
C -1.43345 1.67923 2.36105
C -0.23134 -4.12808 2.59124
H -0.10955 -6.39395 0.10496
H -1.04260 -4.48951 -1.15909
H -0.85891 -1.96806 3.74737
H -1.90676 -0.49837 4.92449
H -1.95579 1.60486 6.18755
H -1.65043 3.76706 5.04980
H -1.32023 5.03178 2.90982
H -1.06346 4.95602 0.42532
H -1.08379 2.77414 -0.71433
H -0.02283 -4.03060 3.64968
C 1.61695 1.10343 -1.37711
C 0.86072 0.41052 -2.50976
As -1.05484 0.14589 -2.12439
C -1.48480 -1.29083 -3.33334
C -2.56153 -1.17886 -4.20573
C -2.87140 -2.22780 -5.05888
C -2.11402 -3.38949 -5.03331
C -1.04735 -3.50659 -4.15213
C -0.73545 -2.46239 -3.29634
C -1.97332 1.69798 -2.80341
C -1.47884 2.51668 -3.81148
C -2.21922 3.61094 -4.23711
C -3.45670 3.87860 -3.66949
C -3.96114 3.05351 -2.67230
C -3.21808 1.96791 -2.23539
As 1.58365 -0.05990 0.21640
C 1.99301 1.17222 1.66355
C 2.15761 2.54583 1.53408
C 2.32508 3.34221 2.66191
C 2.33075 2.77169 3.92547
C 2.17897 1.39745 4.06453
C 2.00631 0.60715 2.94025
C 3.29982 -0.96876 0.01172
C 4.51260 -0.28759 0.05544
C 5.70443 -0.97813 -0.09734
C 5.69013 -2.35342 -0.29496
C 4.48499 -3.03811 -0.33334
C 3.28997 -2.34703 -0.17745
H 1.16849 2.07271 -1.14721
H 2.65516 1.27676 -1.66419
H 1.26565 -0.58499 -2.69745
H 0.94515 0.96031 -3.44982
H -3.15065 -0.27026 -4.23153
H -3.70465 -2.13582 -5.74251
H -2.35649 -4.20620 -5.70004
H -0.45973 -4.41493 -4.12938
H 0.08482 -2.56924 -2.59508
H -0.52127 2.30947 -4.27399
H -1.83096 4.25011 -5.01890
H -4.03264 4.72934 -4.00853
H -4.92999 3.25601 -2.23558
H -3.59777 1.32788 -1.44534
H 2.16918 3.00977 0.55428
H 2.46139 4.41071 2.55084
H 2.46412 3.39320 4.80153
H 2.19657 0.94456 5.04762
H 1.88907 -0.46757 3.04679
H 4.52592 0.78400 0.22387
H 6.64567 -0.44536 -0.05760
H 6.62215 -2.89040 -0.41157
H 4.47375 -4.11069 -0.47761
H 2.34554 -2.88269 -0.19079

---

# 2
90
Properties=species:S:1:pos:R:3 method="wB97M-V/def2-TZVPD" de_lowest_kcal_mol=11.7 e_tot_ha=-3336.41770 orbital_gap_ev=7.097
Sn 0.16599 0.71992 -0.02141
N -1.63728 -0.42716 1.04815
C -2.27952 -1.51125 0.28198
C -1.30066 -2.65290 0.05509
C -0.20693 -2.34164 -0.96238
O 0.49699 -3.24862 -1.39773
O -0.08598 -1.10625 -1.30308
H -1.33143 -0.75203 1.95942
H -2.27452 0.35497 1.17872
H -2.57948 -1.08356 -0.67475
H -3.18003 -1.87693 0.78270
H -1.81843 -3.55637 -0.26806
H -0.79469 -2.91710 0.99107
S 3.80829 -3.63266 -1.93704
C 4.80131 -4.93741 -2.39945
C 5.25838 -5.63354 -1.32169
C 4.79961 -5.08659 -0.09734
C 4.00691 -3.98416 -0.26490
C 3.36173 -3.16681 0.76810
C 2.57999 -2.04865 0.41244
N 1.94061 -1.28802 1.26311
C 2.02494 -1.57344 2.58049
C 2.80624 -2.63919 3.05240
C 2.90943 -2.88690 4.46438
C 2.27324 -2.10043 5.35271
C 1.46103 -1.00137 4.90907
C 0.77953 -0.17097 5.80921
C 0.00517 0.86580 5.34263
C -0.08223 1.01915 3.94441
N 0.53371 0.25196 3.07817
C 1.31548 -0.74532 3.53535
C -0.69715 1.78476 6.24606
C -0.34133 2.15105 7.51284
C -1.25035 3.06899 8.10197
C -2.27909 3.38503 7.26970
S -2.15295 2.57230 5.77270
C 3.47341 -3.43809 2.11045
H 4.98777 -5.13195 -3.44284
H 5.89285 -6.50399 -1.39680
H 5.05840 -5.49560 0.86868
H 2.45444 -1.78865 -0.63393
H 3.51632 -3.71918 4.79941
H 2.35981 -2.28330 6.41676
H 0.86072 -0.36064 6.87338
H -0.67418 1.82691 3.52769
H 0.55580 1.79476 7.99903
H -1.13771 3.47993 9.09409
H -3.10610 4.05054 7.45472
H 4.06843 -4.27239 2.46180
C -4.48206 3.82242 -3.94112
O -4.27240 4.84059 -2.98086
C -3.48099 4.54702 -1.91878
C -3.25296 5.60836 -1.02691
C -2.45100 5.38098 0.05707
C -1.83802 4.13800 0.31752
C -0.92612 4.02218 1.45008
C -0.91164 5.11271 2.50498
O -0.15775 3.07691 1.59972
C -2.10423 3.05547 -0.56640
O -1.69412 1.82923 -0.40249
C -2.93018 3.30598 -1.69031
H -5.07507 4.27107 -4.73316
H -5.02695 2.97780 -3.51231
H -3.53292 3.46710 -4.35064
H -3.71329 6.56776 -1.21382
H -2.27785 6.19938 0.74267
H -0.44964 6.01956 2.11021
H -0.31876 4.76194 3.34640
H -1.91811 5.36742 2.83710
H -3.10874 2.46542 -2.34476
N 0.22930 -5.45774 -8.33493
C 0.24026 -4.51121 -7.68350
C 0.25217 -3.32360 -6.87101
C -0.00980 -2.08566 -7.45178
C 0.00977 -0.94112 -6.67594
C 0.27953 -1.03849 -5.31720
C 0.52410 -2.27478 -4.72337
C 0.52036 -3.41361 -5.50646
N 0.29715 0.11995 -4.50889
C -0.49088 1.25631 -4.60690
C -0.15470 2.02770 -3.53965
N 0.82548 1.40437 -2.79173
C 1.07456 0.28482 -3.41205
H -0.21520 -2.02255 -8.51148
H -0.16508 0.02595 -7.12749
H 0.68557 -2.35221 -3.65343
H 0.70629 -4.37843 -5.05475
H -1.23559 1.37083 -5.37416
H -0.57707 2.97240 -3.24032
H 1.78006 -0.46325 -3.09659

---

# 3
98
Properties=species:S:1:pos:R:3 method="wB97M-V/def2-TZVPD" spin_multiplicity=4 de_lowest_kcal_mol=84.9 charge=+2 e_tot_ha=-5962.68535 s2=3.834 orbital_gap_ev="4.901 / 6.048"
W 1.95625 -0.87746 -0.52097
C -2.19664 -1.57644 0.85340
C -2.28998 -3.04027 1.00200
C -1.18890 -3.78196 0.89852
C 0.11650 -3.17481 0.69576
N 0.26627 -1.76498 0.75752
C -0.81965 -1.06768 0.91880
N 1.09696 -3.98911 0.49245
C 2.39011 -3.60614 0.49819
N 2.87763 -2.35722 0.63866
C 4.30229 -2.49088 0.74890
N 5.13480 -1.55950 0.87451
C 4.85386 -0.21826 0.68632
C 5.83961 0.65372 1.13999
C 5.79342 1.98667 0.80719
C 4.76771 2.42386 -0.02075
C 3.80241 1.52986 -0.40028
N 3.79113 0.23138 -0.02188
C 4.63482 -3.91803 0.65671
C 5.84088 -4.57964 0.67952
C 5.79885 -5.95806 0.47237
C 4.59797 -6.63769 0.25559
C 3.38594 -5.96282 0.24366
C 3.43871 -4.59098 0.44384
H -2.83249 -1.03065 1.55291
H -3.26274 -3.48840 1.16002
H -1.19500 -4.86018 0.96302
H -0.66781 0.00109 1.02047
H 6.65717 0.22336 1.69894
H 6.56684 2.66463 1.14167
H 4.71480 3.44276 -0.37472
H 3.00737 1.84635 -1.05349
H 6.77221 -4.05507 0.83958
H 6.72377 -6.51913 0.47308
H 4.61770 -7.70643 0.09440
H 2.44803 -6.47360 0.07766
S 1.41099 1.16964 1.43261
C 0.19015 2.28197 0.84181
N -0.66068 2.80954 1.75833
C -1.74047 3.69284 1.32436
C -1.21922 4.63301 0.27043
N -0.66842 3.83738 -0.81685
C -1.08540 4.20800 -2.17546
C -2.48642 3.73146 -2.48026
C -3.41968 4.62427 -2.99057
C -4.70842 4.20119 -3.29080
C -5.07271 2.88133 -3.07742
C -4.14371 1.98332 -2.56562
C -2.85838 2.40641 -2.26862
C 0.03161 2.73231 -0.51679
S 0.73001 1.90573 -1.89941
C -0.55396 2.61994 3.21742
C -1.82919 2.07376 3.80451
C -2.74862 2.89711 4.44049
C -3.92646 2.37156 4.95745
C -4.18913 1.01500 4.84849
C -3.26307 0.17833 4.23611
C -2.09206 0.70876 3.71977
H -2.09861 4.24990 2.18620
H -2.57587 3.10405 0.93363
H -0.44694 5.29257 0.67563
H -2.02839 5.24355 -0.12634
H -0.36051 3.84169 -2.90377
H -1.04451 5.29562 -2.23315
H -3.14098 5.65765 -3.16112
H -5.42538 4.90539 -3.69012
H -6.07504 2.55131 -3.31417
H -4.42174 0.94741 -2.41197
H -2.13098 1.69446 -1.89375
H -0.30335 3.58846 3.65832
H 0.26961 1.94249 3.41475
H -2.53977 3.95542 4.55088
H -4.63256 3.02169 5.45585
H -5.10052 0.60519 5.26202
H -3.44657 -0.88847 4.19549
H -1.33905 0.05473 3.29165
O 1.32776 -2.04978 -1.85848
N 0.03127 -2.16187 -2.42475
N -0.77816 -1.60827 -1.66213
O 0.86225 0.48704 -1.18326
C -2.11708 -1.79310 -1.74009
C -2.80735 -1.09110 -0.61987
C -4.28223 -1.29270 -0.59328
C -4.88853 -2.14065 -1.43773
C -4.13936 -2.86390 -2.43630
C -2.79107 -2.68403 -2.58558
H -2.57567 -0.02076 -0.64026
H -4.85053 -0.72813 0.13661
H -5.96067 -2.27679 -1.39125
H -4.66284 -3.55267 -3.08528
H -2.22939 -3.22472 -3.33577
F 2.88955 0.01931 -2.53285
As 4.24923 -0.97841 -3.26288
F 4.38428 0.13079 -4.53659
F 3.04813 -1.87410 -4.08068
F 5.48232 -2.04815 -3.71546
F 3.88391 -1.93805 -1.77698
F 5.32781 -0.05416 -2.29075

---

# 4
95
Properties=species:S:1:pos:R:3 method="wB97M-V/def2-TZVPD" de_lowest_kcal_mol=15.1 charge=+1 e_tot_ha=-5845.37365 orbital_gap_ev=5.959
Ba 0.39187 -0.26528 -0.26112
C 4.57820 -2.02655 -4.54470
C 4.75726 -0.65856 -4.72040
C 4.16232 0.24465 -3.85642
C 3.38319 -0.23984 -2.80925
C 3.19238 -1.60383 -2.63165
C 3.79780 -2.50022 -3.50120
N 2.69623 0.61349 -1.88410
N 3.04180 1.80098 -1.93503
C 2.35405 2.72221 -1.07473
C 2.83418 4.02158 -1.14812
C 2.20420 4.98766 -0.37885
C 1.13765 4.61422 0.41954
C 0.74080 3.28382 0.43357
N 1.33936 2.35162 -0.30561
H 5.04915 -2.72124 -5.22763
H 5.36372 -0.29545 -5.53940
H 4.28863 1.30896 -3.98776
H 2.58556 -1.95970 -1.80671
H 3.65730 -3.56509 -3.36657
H 3.66799 4.24776 -1.79577
H 2.53800 6.01625 -0.40597
H 0.60714 5.34004 1.02162
H -0.08175 2.95935 1.06301
Br -0.73231 6.92924 1.60223
C -1.23240 5.78655 3.03025
C -2.56891 5.66118 3.37072
C -2.92178 4.82403 4.41888
C -1.94854 4.09025 5.07938
C -0.60548 4.24574 4.75195
C -0.24652 5.10574 3.72662
N -2.35573 3.28113 6.19805
N -1.97157 2.11274 6.29574
C -1.26092 1.52523 5.18903
C 0.02304 1.09165 5.37296
C 0.77989 0.59507 4.30422
C 0.24462 0.47501 3.02744
O 0.91931 0.04713 2.00662
C -1.15052 0.82031 2.85693
N -1.70324 0.60965 1.62363
C -2.98046 0.85374 1.46533
C -3.82460 1.31276 2.49243
C -3.28617 1.55470 3.72161
C -1.90596 1.33067 3.93989
H -3.32404 6.22114 2.83720
H -3.95630 4.73401 4.72464
H 0.15951 3.70609 5.29159
H 0.79739 5.24851 3.48207
H 0.47758 1.18824 6.35169
H 1.80915 0.29970 4.45869
H -3.39099 0.67453 0.47665
H -4.87768 1.45898 2.29636
H -3.91045 1.88784 4.53939
S -2.46387 -7.79936 -2.68840
N -1.84928 -6.59804 -3.57244
C -1.57888 -5.61021 -2.73387
C -1.01943 -4.32400 -3.09952
C -0.70332 -3.99128 -4.41687
C -0.19806 -2.74079 -4.68867
C -0.02365 -1.85443 -3.62836
N -0.30481 -2.16146 -2.37214
C -0.79719 -3.37697 -2.08850
C -1.10951 -3.70204 -0.67295
N -0.84699 -2.77859 0.26248
C -1.11167 -3.04475 1.53237
C -1.66599 -4.25251 1.95357
C -1.94293 -5.21164 1.00772
C -1.66080 -4.94464 -0.33346
C -1.90006 -5.90857 -1.38915
N -2.41025 -7.11901 -1.22690
H -0.86330 -4.72071 -5.20011
H 0.06163 -2.44468 -5.69532
H 0.36515 -0.85607 -3.80572
H -0.86206 -2.26819 2.24868
H -1.86323 -4.42076 3.00264
H -2.36874 -6.16869 1.27899
N -4.12241 1.30552 -3.17778
C -2.86062 2.02090 -3.33748
C -1.75614 1.34094 -2.54367
O -0.59966 1.67887 -2.54430
O -2.16646 0.31029 -1.80131
H -4.41639 0.84712 -4.02911
H -4.87331 1.90920 -2.87495
H -3.13386 0.21813 -1.98360
H -2.92507 3.04297 -2.96231
H -2.52525 2.09213 -4.37256
C 4.12239 -1.51247 0.99442
S 2.61311 -2.48876 0.98216
C 3.20806 -3.99082 0.18933
H 4.89357 -1.99123 1.59587
H 3.87120 -0.55327 1.44641
H 4.49651 -1.35013 -0.01713
H 3.73540 -3.76958 -0.73943
H 2.34194 -4.61271 -0.03668
H 3.87127 -4.54805 0.84914

---

# 5
93
Properties=species:S:1:pos:R:3 method="wB97M-V/def2-TZVPD" de_lowest_kcal_mol=20.8 e_tot_ha=-7211.12332 orbital_gap_ev="4.159 / 5.325"
Sn 0.03080 0.48160 0.19080
S 1.93160 3.21200 7.11110
C 1.68620 2.68810 5.58980
S 0.82640 3.60390 4.37320
C 0.99810 2.47160 3.05600
C 1.68590 1.28020 3.36210
S 2.01480 0.04120 2.28630
S 2.26270 1.14350 5.00750
S 0.35750 2.89270 1.55770
N -1.28570 -2.07410 1.51030
C -1.68350 -3.26650 0.89570
C -1.96880 -4.39800 1.65770
C -2.35540 -5.57760 1.05330
C -2.46250 -5.64190 -0.32650
C -2.15230 -4.53790 -1.10000
C -1.73280 -3.35290 -0.50330
P -1.10490 -1.94760 -1.48810
C 0.65980 -2.37540 -1.70980
C 1.30760 -3.36440 -0.97910
C 2.65190 -3.60710 -1.19880
C 3.35680 -2.85990 -2.12680
C 2.72010 -1.85900 -2.84320
C 1.38050 -1.60610 -2.62450
C -1.80840 -2.29820 -3.13550
C -1.05690 -2.86630 -4.16170
C -1.67540 -3.20210 -5.35260
C -3.02850 -2.96550 -5.53450
C -3.77330 -2.38410 -4.52110
C -3.16580 -2.04460 -3.32590
H -1.28130 -2.17500 2.52030
H -1.89350 -1.29740 1.26320
H -1.87750 -4.34250 2.73310
H -2.57940 -6.44300 1.65850
H -2.74890 -6.56580 -0.80190
H -2.21380 -4.60550 -2.17650
H 0.76010 -3.95410 -0.25830
H 3.14720 -4.39050 -0.64680
H 4.40860 -3.04760 -2.27950
H 3.27200 -1.24780 -3.53790
H 0.89070 -0.80420 -3.16270
H -0.00370 -3.07210 -4.02670
H -1.09430 -3.67520 -6.13130
H -3.50160 -3.24240 -6.46350
H -4.82700 -2.19610 -4.66560
H -3.71830 -1.57730 -2.52560
O -3.46720 -0.25210 -0.88720
Cl -3.09900 0.95740 -0.25040
O -4.16500 1.84570 -0.14600
O -2.01290 1.54740 -0.98760
O -2.58020 0.62120 1.04990
O 3.07410 1.21740 -2.86480
C 2.25800 1.66560 -2.08860
O 1.60780 0.95740 -1.23240
C 1.90970 3.15780 -2.08830
C 0.48370 3.32450 -2.57930
Ge 0.26010 3.01350 -4.55830
C -1.68310 2.70850 -4.84830
C -2.42540 3.52770 -5.68800
C -3.77350 3.29410 -5.89480
C -4.39320 2.23190 -5.26040
C -3.66940 1.42120 -4.40390
C -2.32240 1.65950 -4.19930
C 0.85840 4.69080 -5.44940
C 1.04240 4.70960 -6.82740
C 1.39310 5.87730 -7.47990
C 1.57220 7.04530 -6.75900
C 1.40610 7.03960 -5.38610
C 1.05300 5.86880 -4.73990
C 1.26460 1.49610 -5.35910
C 2.64130 1.56960 -5.54110
C 3.34230 0.48990 -6.04560
C 2.67130 -0.66530 -6.40940
C 1.29460 -0.73140 -6.27350
C 0.59950 0.33900 -5.74060
H 2.61990 3.69490 -2.72200
H 1.99970 3.51070 -1.05520
H 0.13820 4.34390 -2.39870
H -0.18850 2.64990 -2.04040
H -1.93470 4.35240 -6.18670
H -4.33780 3.93890 -6.55240
H -5.44080 2.03520 -5.43170
H -4.15580 0.61030 -3.88320
H -1.76650 1.03050 -3.51460
H 0.90470 3.79370 -7.38740
H 1.53140 5.88300 -8.55160
H 1.84960 7.95670 -7.26720
H 1.55480 7.95150 -4.82660
H 0.92830 5.88020 -3.66740
H 3.16500 2.47490 -5.27020
H 4.41540 0.54930 -6.15220
H 3.21860 -1.51130 -6.80200
H 0.75830 -1.61410 -6.58760
H -0.47490 0.28170 -5.62270